Record 1
Entry from OMol25: C12H17ClI2N2OPSeY as an isolated structure at a distorted geometry (the ωB97M-V functional and the def2-TZVPD basis).

The spin multiplicity is 1. As for the total energy: -122136.8079 eV. Its net charge is +2.

The geometry in XYZ format:
```
38
Properties=species:S:1:pos:R:3:forces:R:3
I 1.6138 -0.8790 -1.8005 0.263 -1.317 0.517
I -1.3895 -1.2999 0.7269 0.586 -1.333 0.076
Y 0.5408 1.0925 0.4755 -0.917 0.755 -0.588
P -1.2258 0.6327 -1.8681 -0.975 1.090 -0.924
C -1.6442 -0.7953 -2.9014 0.237 -0.582 -0.102
C -2.9423 1.2033 -1.5454 0.277 0.158 0.416
H -0.4119 2.7636 -2.7272 -0.131 -0.152 -0.259
H -1.6004 1.9823 -3.8308 0.430 -0.024 0.112
H 0.1072 1.4035 -3.7667 -0.183 0.153 0.015
C -0.7253 1.8144 -3.1845 0.260 0.120 0.325
H -2.9207 2.0414 -0.8346 -0.223 -0.149 -0.262
H -3.3585 1.5290 -2.5123 -0.022 -0.146 0.485
H -2.2628 -0.4508 -3.7352 0.013 -0.003 0.168
H -2.1918 -1.5478 -2.3393 -0.177 -0.021 0.015
H -3.5289 0.3758 -1.1249 0.035 0.316 -0.144
H -0.7588 -1.2735 -3.3114 -0.060 0.019 -0.193
C 0.1757 -2.4878 -0.7375 -0.085 -1.624 -0.987
O 0.1680 -3.6363 -0.9701 0.005 3.722 0.996
Cl -0.1315 3.4338 0.8030 0.185 -0.787 -0.061
C 3.3438 -2.8264 3.5643 0.197 -0.401 -0.147
N 2.6080 -1.6931 4.1422 -0.221 0.579 -1.071
C 2.2899 -0.5183 3.5001 -0.494 -0.987 2.911
Se 2.6503 -0.0508 1.7321 0.537 -0.493 0.175
N 1.7322 0.2759 4.4655 0.087 0.028 -1.120
C 1.7479 -0.3483 5.7223 0.650 0.527 0.028
C 1.7117 0.2213 7.0016 -0.147 -0.466 0.585
C 2.2081 -0.5634 8.0600 -0.564 0.676 -0.419
C 2.7344 -1.8511 7.8241 -0.008 -0.278 -0.230
C 2.7883 -2.3955 6.5445 -0.348 0.184 0.035
C 2.2715 -1.6134 5.5074 1.066 0.420 -0.330
H 3.2835 -2.7570 2.4693 0.040 -0.080 0.417
H 2.9046 -3.7884 3.8982 0.068 0.699 -0.207
H 4.4126 -2.8288 3.8678 -0.686 0.261 -0.106
H 1.4820 1.2419 4.2609 0.123 -0.396 0.359
H 1.3195 1.2314 7.1484 0.243 -0.379 0.082
H 2.1933 -0.1500 9.0866 0.055 -0.347 -0.809
H 3.1422 -2.4176 8.6601 -0.124 0.138 -0.209
H 3.2376 -3.3508 6.2867 0.007 0.119 0.450
```
Forces are in eV/Å.

Atom charges from the natural (NBO) analysis, given in e for atoms 1 to 2: 0.23, 0.16

---

Record 2
Entry from OMol25: a 2-piece molecular cluster, C9H14 overall at a distorted geometry (the ωB97M-V functional and the def2-TZVPD basis).

The spin multiplicity is 1. Its net charge is 0. The value obtained for the energy above the lowest of the compared OMol25 structures with the same formula, charge and spin is 0.520 eV.

The geometry in XYZ format:
```
23
Properties=species:S:1:pos:R:3:forces:R:3
C -1.9152 -0.4352 1.0768 -0.740 0.626 1.431
C -0.4713 -0.0533 1.2467 -0.001 -0.277 -0.886
C 0.0823 0.9220 0.4075 -0.340 0.090 0.107
C 1.4492 1.0393 0.2570 0.266 -0.271 0.956
C 2.2763 0.1591 0.9598 0.110 0.228 -0.506
C 1.7377 -0.7132 1.8790 -0.028 -0.259 0.622
C 0.3600 -0.7806 2.0866 0.115 -0.085 -0.899
H -2.5032 0.3347 0.5742 0.149 -0.038 -0.126
H -2.3555 -0.5440 2.0755 -0.125 0.069 -0.026
H -2.1279 -1.3926 0.6124 0.513 -0.111 -0.409
H -0.6140 1.5861 -0.0970 0.198 -0.087 -0.211
H 1.9295 1.8347 -0.2774 -0.143 0.197 -0.603
H 3.3419 0.1510 0.7429 -0.120 0.099 0.275
H 2.4065 -1.3520 2.4436 -0.076 -0.031 0.044
H -0.1049 -1.4926 2.7511 0.208 -0.159 0.215
C -1.2567 -0.7601 -3.0036 -1.219 -0.142 0.365
C -1.0841 0.7359 -3.2676 1.450 0.281 0.017
H -0.8320 -1.4563 -3.7230 0.359 0.337 -0.159
H -0.8917 -1.0276 -2.0121 0.143 -0.018 -0.037
H -2.3211 -1.0125 -2.9902 -0.008 -0.031 0.012
H -1.9581 1.3827 -3.2190 -0.284 -0.417 -0.028
H -0.5712 0.9327 -4.2130 -0.287 -0.060 -0.105
H -0.3827 1.1319 -2.5235 -0.140 0.057 -0.050
```
Forces are in eV/Å.

Atom charges from the natural (NBO) analysis, given in e for atoms 1 to 2: -0.63, -0.01

---

Record 3
Entry from OMol25: a 12-piece molecular cluster, C19H59IN23O12PS2 overall at a distorted geometry (the ωB97M-V functional and the def2-TZVPD basis).

The spin multiplicity is 1. As for the total energy: -118572.8044 eV. Its net charge is 0.

The geometry in XYZ format:
```
117
Properties=species:S:1:pos:R:3:forces:R:3
S -1.9412 0.6187 -2.5750 0.399 0.045 -0.424
C -1.4056 0.1813 -4.0798 -1.354 0.082 1.722
S -2.2577 0.9407 -5.4941 0.110 -0.922 -0.109
C -4.0231 0.4102 -5.3349 0.184 -1.376 -0.329
C -4.2437 -1.0962 -5.7710 0.261 1.534 1.204
C -4.2283 -2.0194 -4.5268 0.465 -0.109 -0.799
P -3.6620 -3.7890 -4.8352 -0.959 -0.673 1.040
I -3.2087 -4.1356 -7.2323 0.375 0.304 0.248
N -0.3465 -0.7284 -4.1214 -0.474 1.505 -1.889
C 0.9540 -0.0598 -3.8767 1.252 -1.435 1.042
C 2.0344 -0.5719 -4.8666 -0.733 0.687 0.804
O 1.6437 -0.3389 -6.1930 -0.143 0.088 0.137
C 0.4199 -1.0084 -6.5190 0.330 -0.929 -0.398
C -0.3313 -1.5890 -5.3002 0.419 0.175 -0.582
H -4.5983 1.0416 -6.0124 0.390 0.306 0.151
H -4.3718 0.5977 -4.3250 0.077 0.136 -0.052
H -3.4585 -1.3250 -6.4918 -0.305 -0.221 -0.083
H -5.2373 -1.1298 -6.2254 0.257 -0.250 -0.251
H -3.6354 -1.5952 -3.7084 0.093 -0.171 -0.213
H -5.2547 -2.1140 -4.1562 0.201 -0.111 -0.025
H -2.3972 -3.8695 -4.1728 0.016 0.490 -0.702
H 1.3021 -0.3954 -2.8855 -0.077 0.362 -0.068
H 0.8871 1.0297 -3.8531 -0.164 -0.133 -0.314
H 2.9341 0.0076 -4.6454 0.025 -0.055 -0.299
H 2.2586 -1.6255 -4.6522 -0.052 0.004 -0.183
H 0.6939 -1.8686 -7.1543 -0.189 0.134 0.044
H -0.1812 -0.3407 -7.1387 -0.040 0.103 0.361
H -1.3620 -1.7965 -5.5835 0.040 -0.076 -0.059
H 0.1289 -2.5439 -5.0215 -0.104 0.148 0.081
N -2.8972 -2.8369 1.6060 -0.047 -0.126 0.061
C -2.6163 -2.0515 0.5219 0.065 0.058 -0.185
N -2.7705 -0.7094 0.7286 0.023 0.118 0.076
O -2.2558 -2.5194 -0.5462 -0.096 -0.009 0.137
H -3.1928 -2.4766 2.4924 0.036 0.070 0.002
H -2.7951 -3.8268 1.4922 0.024 -0.024 -0.024
H -2.5714 -0.0973 -0.0415 -0.006 -0.087 -0.089
H -3.0691 -0.3094 1.6011 -0.066 0.009 -0.025
N -1.0337 0.9388 3.0868 0.201 -0.014 -0.305
C -2.0389 1.5002 3.8087 0.104 0.073 0.106
N -1.8149 1.5290 5.1516 -0.215 0.142 0.142
O -3.0619 1.9405 3.2904 0.068 -0.208 0.035
H -0.1938 0.5713 3.5007 -0.009 -0.149 0.210
H -1.1496 0.8938 2.0924 0.009 -0.047 -0.036
H -2.5268 1.9323 5.7308 -0.011 -0.036 0.065
H -0.9815 1.1688 5.5816 0.019 -0.116 -0.108
N -0.5694 -7.1894 -7.7104 -0.498 -0.046 -0.260
C 0.6620 -7.2554 -7.1329 0.189 -0.096 -0.127
N 0.9479 -6.1968 -6.3379 0.362 0.305 0.323
O 1.4376 -8.1766 -7.3298 -0.087 -0.003 -0.017
H -1.2005 -6.4252 -7.5443 -0.009 -0.111 -0.042
H -0.8371 -7.9317 -8.3263 -0.023 -0.037 -0.004
H 1.8481 -6.1710 -5.8894 0.150 -0.007 0.189
H 0.3101 -5.4396 -6.1849 -0.082 -0.032 -0.036
N -5.8371 4.4971 -3.0230 0.232 0.068 -0.273
C -5.0244 3.4151 -3.1607 -0.008 0.116 0.038
N -4.2411 3.1351 -2.0805 0.057 -0.109 0.035
O -4.9922 2.7344 -4.1815 -0.164 0.319 0.200
H -5.8844 5.0622 -2.1956 -0.271 -0.164 0.115
H -6.4262 4.7267 -3.7991 -0.068 -0.019 -0.007
H -3.6226 2.3439 -2.1531 0.075 0.035 -0.125
H -4.2489 3.6720 -1.2352 -0.125 0.053 0.005
N 2.9522 0.4776 6.0456 -0.604 -0.355 0.078
C 1.6838 0.0127 6.1631 0.332 0.018 0.029
N 1.1285 0.1270 7.4063 -0.295 -0.062 -0.091
O 1.0681 -0.4798 5.2183 -0.207 0.271 -0.032
H 3.4741 0.8844 6.7970 0.133 0.134 -0.116
H 3.3852 0.4085 5.1476 0.152 0.120 -0.017
H 0.1900 -0.2101 7.5265 -0.003 -0.032 0.055
H 1.6053 0.5236 8.1922 0.058 0.029 -0.014
N 4.7564 -4.0211 -4.8069 0.415 0.418 -0.466
C 3.9293 -4.8353 -4.1153 -0.138 -0.003 0.280
N 3.6831 -4.4611 -2.8290 -0.068 -0.007 0.087
O 3.4452 -5.8262 -4.6296 -0.334 -0.360 -0.009
H 5.1708 -3.1981 -4.4243 0.099 0.148 0.103
H 4.9543 -4.2720 -5.7567 0.010 -0.020 -0.036
H 3.0703 -5.0433 -2.2913 -0.038 -0.019 0.047
H 4.0771 -3.6416 -2.4031 -0.024 -0.032 0.030
N 3.9936 0.9559 -1.4458 0.061 0.017 -0.183
C 3.6807 0.1830 -0.3623 -0.082 -0.050 0.099
N 2.8599 0.7725 0.5539 0.004 0.058 0.148
O 4.1040 -0.9510 -0.2211 0.077 -0.048 -0.138
H 3.6594 1.8910 -1.5776 -0.033 0.012 0.025
H 4.5967 0.5534 -2.1384 0.013 0.010 0.038
H 2.6093 0.2309 1.3602 -0.043 -0.048 -0.013
H 2.4972 1.7018 0.4611 -0.020 0.006 -0.038
N -4.9376 -0.3324 6.9573 0.046 -0.051 -0.065
C -4.3611 0.1341 8.1026 0.066 -0.034 -0.075
N -5.2311 0.4521 9.1066 0.011 0.042 0.100
O -3.1522 0.2592 8.2199 -0.022 0.058 0.016
H -5.9251 -0.4432 6.8352 -0.029 0.025 0.021
H -4.3239 -0.5718 6.2011 0.033 0.038 -0.026
H -4.8375 0.7979 9.9605 0.028 0.006 0.021
H -6.2252 0.3581 9.0329 -0.017 -0.020 -0.043
N -7.1653 6.8702 0.7765 0.065 0.021 -0.054
C -7.9482 5.9071 0.2068 0.001 -0.051 -0.048
N -9.1217 5.6539 0.8539 -0.084 -0.061 -0.038
O -7.6238 5.3119 -0.8107 0.056 0.201 0.187
H -7.4127 7.3685 1.6090 -0.029 -0.017 0.026
H -6.2960 7.0807 0.3258 0.030 0.017 -0.004
H -9.7187 4.9516 0.4605 0.002 -0.029 -0.023
H -9.4111 6.1262 1.6878 0.032 0.030 0.021
N 6.6019 1.1861 4.1541 -0.158 0.013 -0.052
C 6.3618 1.4998 5.4594 0.107 0.035 0.105
N 7.4359 1.3863 6.2838 -0.035 -0.162 0.021
O 5.2560 1.8588 5.8562 0.292 -0.028 -0.117
H 7.4959 0.8926 3.8091 0.043 0.015 0.059
H 5.8345 1.2594 3.5148 -0.015 0.011 -0.057
H 7.2938 1.6114 7.2484 -0.074 0.006 0.033
H 8.3523 1.1000 5.9797 0.074 0.249 0.004
N 11.8586 3.7409 6.2284 0.036 -0.017 -0.101
C 10.8440 2.9231 6.6275 0.007 -0.007 -0.058
N 10.3698 3.1571 7.8858 -0.052 -0.063 0.002
O 10.3940 2.0435 5.9067 0.000 -0.004 0.101
H 12.2450 4.4679 6.7982 -0.017 0.009 0.042
H 12.2296 3.5948 5.3089 0.005 -0.013 -0.028
H 9.6247 2.5736 8.2110 -0.021 -0.021 0.040
H 10.7247 3.8719 8.4907 0.027 0.027 -0.013
```
Forces are in eV/Å.

Atom charges from the Mulliken analysis, given in e for atoms 1 to 2: -0.17, -0.26

---

Record 4
Entry from OMol25: a 2-piece molecular cluster, C7H10 overall at a distorted geometry (the ωB97M-V functional and the def2-TZVPD basis).

The spin multiplicity is 1. Its net charge is 0. The value obtained for the energy above the lowest of the compared OMol25 structures with the same formula, charge and spin is 7.778 eV.

The geometry in XYZ format:
```
17
Properties=species:S:1:pos:R:3:forces:R:3
C -1.6109 0.2926 0.4621 -0.243 0.292 -0.108
C -0.6613 -0.6003 1.1571 -0.185 0.189 0.493
C -1.1409 -0.9869 -0.2130 0.086 -0.084 -0.125
C 0.3189 -0.9401 -0.7761 0.173 0.094 0.263
C 0.8468 0.3887 -1.4095 -0.210 0.056 0.035
C 1.3333 0.8350 -0.0112 0.048 0.729 0.322
C 0.7276 -0.3122 0.6824 0.155 -0.463 0.127
H -2.6198 0.2697 0.8599 -0.045 0.026 -0.294
H -1.2654 1.2717 0.1431 -0.129 -0.087 -0.055
H -0.8392 -1.0967 2.1066 -0.141 0.200 -0.189
H -1.8818 -1.7372 -0.4981 0.352 0.157 0.132
H 0.6077 -1.8699 -1.2727 0.115 0.092 0.265
H 0.0713 1.0450 -1.8168 -0.050 -0.275 -0.007
H 1.6197 0.2495 -2.1773 -0.123 0.078 0.339
H 2.4285 0.7898 0.0905 -0.357 -0.036 -0.088
H 1.0379 1.7134 0.5922 0.005 0.699 -0.940
H 1.0275 0.6878 2.0806 0.550 -1.667 -0.171
```
Forces are in eV/Å.

Atom charges from the natural (NBO) analysis, given in e for atoms 1 to 2: -0.41, -0.30